(1)
Computed, not measured: a 3-piece molecular cluster, C34H56F3N3O6 overall at a distorted geometry, with wB97M-V/def2-TZVPD.

Structure (XYZ):
```
102
Properties=species:S:1:pos:R:3:lowdin_charge:R:1
O -2.631 -3.075 1.534 0.162
C -1.627 -3.324 0.963 -0.514
O -0.452 -3.539 1.655 0.058
C -1.537 -3.451 -0.530 -0.102
C -1.339 -2.094 -1.218 -0.126
C -0.127 -1.300 -0.701 -0.166
O -0.551 -0.085 -0.115 -0.093
C 0.038 0.218 1.116 -0.272
C -1.126 0.476 2.144 -0.136
O -2.307 0.821 1.490 -0.112
C -2.303 2.145 0.962 -0.183
C -3.643 2.837 1.211 -0.118
C -4.080 3.660 -0.018 -0.126
C -5.410 3.289 -0.548 -0.192
F -6.313 2.746 0.273 0.080
C -5.825 3.519 -1.904 -0.299
F -6.102 2.525 -2.732 0.122
F -6.056 4.707 -2.420 0.137
C 0.971 1.399 1.038 -0.157
C 1.222 2.071 -0.157 -0.001
C 2.117 3.131 -0.218 -0.124
N 2.794 3.562 0.852 0.060
C 2.537 2.936 1.999 -0.148
C 1.657 1.872 2.162 -0.035
H -0.069 -2.691 1.906 0.070
H -2.496 -3.854 -0.843 0.123
H -0.788 -4.177 -0.829 0.123
H -1.217 -2.264 -2.282 0.101
H -2.246 -1.519 -1.067 0.125
H 0.564 -1.119 -1.524 0.125
H 0.393 -1.927 0.019 0.106
H 0.625 -0.614 1.507 0.114
H -1.324 -0.456 2.672 0.126
H -0.832 1.210 2.893 0.123
H -1.480 2.713 1.389 0.128
H -2.143 2.054 -0.113 0.114
H -3.506 3.538 2.028 0.113
H -4.384 2.107 1.506 0.115
H -4.076 4.727 0.216 0.125
H -3.391 3.536 -0.851 0.094
H 0.685 1.773 -1.043 0.100
H 2.300 3.634 -1.153 0.104
H 3.068 3.290 2.873 0.104
H 1.517 1.415 3.129 0.105
C -1.514 0.868 -6.917 -0.029
C -1.281 0.666 -5.403 -0.484
C -2.566 0.176 -4.733 -0.126
C -3.632 1.257 -4.565 -0.164
C -3.048 2.483 -3.869 -0.136
C -1.796 3.023 -4.558 -0.486
N -0.795 1.931 -4.771 -0.082
O -0.165 1.687 -3.669 -0.030
C -2.174 3.695 -5.890 -0.029
C -1.174 4.119 -3.699 -0.038
C -0.209 -0.411 -5.275 -0.041
H -0.795 1.572 -7.334 0.091
H -1.388 -0.075 -7.448 0.083
H -2.517 1.218 -7.155 0.065
H -2.323 -0.221 -3.745 0.113
H -2.970 -0.656 -5.315 0.129
H -4.060 1.532 -5.533 0.107
H -4.458 0.862 -3.971 0.108
H -3.798 3.276 -3.820 0.113
H -2.806 2.219 -2.833 0.116
H -1.281 3.973 -6.451 0.093
H -2.739 4.605 -5.693 0.089
H -2.801 3.081 -6.531 0.059
H -0.962 3.779 -2.686 0.071
H -1.868 4.956 -3.627 0.088
H -0.246 4.484 -4.140 0.094
H 0.737 -0.079 -5.706 0.096
H -0.533 -1.304 -5.807 0.087
H -0.031 -0.693 -4.238 0.063
C 2.206 -1.854 3.815 -0.024
C 3.747 -1.921 3.757 -0.479
C 4.188 -2.883 2.652 -0.128
C 3.991 -4.357 3.005 -0.169
C 4.635 -4.683 4.352 -0.132
C 4.165 -3.764 5.479 -0.497
N 4.304 -2.332 5.080 -0.091
O 5.532 -1.944 5.196 -0.014
C 2.708 -4.093 5.855 -0.031
C 4.989 -4.026 6.735 -0.044
C 4.222 -0.513 3.413 -0.040
H 1.858 -1.527 4.795 0.098
H 1.833 -1.133 3.087 0.050
H 1.725 -2.804 3.580 0.059
H 5.247 -2.715 2.433 0.127
H 3.641 -2.644 1.736 0.124
H 2.927 -4.612 3.017 0.102
H 4.440 -4.977 2.228 0.113
H 4.424 -5.718 4.627 0.125
H 5.722 -4.603 4.252 0.126
H 2.317 -3.364 6.566 0.093
H 2.665 -5.074 6.329 0.088
H 2.031 -4.138 5.006 0.059
H 6.057 -3.925 6.554 0.080
H 4.807 -5.043 7.078 0.087
H 4.709 -3.341 7.536 0.093
H 3.957 0.195 4.201 0.095
H 3.745 -0.188 2.488 0.077
H 5.297 -0.467 3.260 0.083
```

Properties
multiplicity = 3
expectation value of S² = 2.6427
net charge = 0
E_tot = -61066.5797 eV

***

(2)
Computed, not measured: a 6-piece molecular cluster, C34H56FN7O9S overall at a distorted geometry, with wB97M-V/def2-TZVPD.

Structure (XYZ):
```
108
Properties=species:S:1:pos:R:3:lowdin_charge:R:1
C 3.400 2.264 2.960 -0.029
C 3.079 3.498 3.962 -0.290
F 2.566 2.954 5.193 -0.058
N 2.180 4.510 3.334 -0.050
C 1.388 3.957 2.207 -0.131
C 1.817 4.151 0.706 -0.155
O 2.971 4.902 0.318 -0.048
C 0.987 3.518 -0.476 -0.007
C -0.305 2.697 -0.231 -0.046
C -0.765 2.519 1.236 -0.066
C 0.054 3.132 2.393 -0.358
S -0.486 2.956 4.177 0.906
C -0.015 4.637 4.852 -0.298
C -0.927 5.329 5.887 -0.147
C -2.275 4.607 6.404 -0.143
O -1.927 3.608 7.439 -0.117
N -2.415 2.390 7.087 -0.071
O -2.014 1.565 7.861 0.023
C -0.502 6.727 6.403 -0.021
C 0.826 7.323 5.889 -0.023
C 1.784 6.612 4.853 -0.076
C 3.128 7.394 4.505 -0.171
C 3.654 7.245 2.995 -0.179
C 5.174 6.720 3.061 -0.183
C 5.622 5.780 1.848 -0.257
O 5.800 6.509 0.580 -0.117
C 1.344 5.231 4.314 -0.115
H 2.503 1.546 2.903 0.099
H 4.244 1.652 3.464 0.093
H 3.768 2.615 1.937 0.078
H 4.064 4.053 4.212 0.148
H 3.415 4.380 -0.384 0.109
H 1.355 3.655 -1.559 0.097
H -0.898 2.260 -1.098 0.083
H -1.721 1.907 1.445 0.065
H -3.010 5.329 6.891 0.129
H -2.719 4.020 5.532 0.100
H -1.134 7.307 7.150 0.096
H 1.136 8.351 6.305 0.095
H 2.911 8.515 4.698 0.111
H 3.911 7.108 5.307 0.121
H 2.973 6.663 2.293 0.100
H 3.708 8.319 2.565 0.117
H 5.329 6.106 4.030 0.101
H 5.920 7.597 3.135 0.123
H 4.970 4.849 1.746 0.091
H 6.685 5.394 2.115 0.121
H 6.578 6.048 0.177 0.088
C -4.300 -1.226 1.069 -0.001
C -3.667 -0.134 0.251 -0.516
O -2.745 0.551 0.680 0.000
N -4.147 0.085 -1.002 0.017
C -5.218 -0.608 -1.685 -0.072
H -3.810 -1.279 2.042 0.088
H -5.359 -1.012 1.226 0.087
H -4.178 -2.188 0.568 0.074
H -3.672 0.834 -1.489 0.141
H -4.813 -1.044 -2.600 0.087
H -5.985 0.123 -1.948 0.085
H -5.658 -1.392 -1.073 0.073
C -0.114 1.143 -6.101 -0.016
C -0.998 0.843 -4.921 -0.560
O -2.206 1.059 -4.939 0.002
N -0.420 0.317 -3.809 0.013
C 0.975 -0.008 -3.589 -0.076
H -0.717 1.557 -6.909 0.081
H 0.645 1.878 -5.825 0.083
H 0.359 0.226 -6.458 0.083
H -1.076 0.143 -3.060 0.131
H 1.043 -1.069 -3.360 0.065
H 1.327 0.567 -2.731 0.078
H 1.595 0.217 -4.455 0.080
C 1.292 -3.382 -1.094 -0.008
C 2.560 -2.749 -1.600 -0.525
O 2.611 -1.572 -1.937 0.005
N 3.676 -3.526 -1.678 0.001
C 3.821 -4.924 -1.331 -0.080
H 0.494 -2.642 -1.089 0.077
H 0.997 -4.202 -1.748 0.053
H 1.435 -3.743 -0.073 0.096
H 4.486 -3.032 -2.026 0.139
H 4.586 -5.007 -0.557 0.082
H 4.152 -5.465 -2.221 0.081
H 2.891 -5.357 -0.969 0.075
C -0.970 -6.133 -2.436 -0.006
C -1.822 -5.076 -1.788 -0.524
O -1.441 -3.918 -1.651 0.010
N -3.058 -5.440 -1.347 0.005
C -3.684 -6.742 -1.415 -0.074
H -0.017 -5.697 -2.736 0.073
H -0.772 -6.940 -1.728 0.096
H -1.467 -6.522 -3.326 0.053
H -3.573 -4.681 -0.924 0.131
H -4.612 -6.647 -1.985 0.083
H -3.922 -7.063 -0.398 0.084
H -3.043 -7.484 -1.888 0.064
C -3.133 -9.951 -3.980 -0.010
C -2.494 -8.870 -4.808 -0.532
O -1.560 -8.193 -4.390 0.004
N -2.983 -8.651 -6.058 0.008
C -4.069 -9.335 -6.728 -0.075
H -2.635 -10.006 -3.011 0.084
H -4.188 -9.724 -3.814 0.086
H -3.026 -10.917 -4.477 0.087
H -2.505 -7.911 -6.553 0.145
H -3.679 -9.781 -7.645 0.085
H -4.831 -8.597 -6.987 0.085
H -4.513 -10.111 -6.108 0.075
```

Properties
net charge = 0
E_tot = -78566.7953 eV

***

(3)
Computed, not measured: C34H56IMoN3O3Se as an isolated structure at a distorted geometry, with wB97M-V/def2-TZVPD.

Structure (XYZ):
```
99
Properties=species:S:1:pos:R:3:lowdin_charge:R:1
Mo 0.378 0.912 -2.087 1.624
C 0.532 -5.606 2.703 -0.026
C 0.502 -5.434 1.167 -0.543
C -0.833 -6.007 0.712 -0.066
C 1.712 -6.070 0.538 -0.051
C 0.658 -3.918 0.753 -0.109
C -0.251 -3.288 -0.079 -0.056
C -0.048 -1.988 -0.512 -0.409
Se -1.354 -1.044 -1.564 1.119
C -1.925 0.088 -0.091 -0.400
C -2.660 -0.462 0.936 -0.037
C -3.170 0.327 1.988 -0.115
C -2.693 1.679 2.040 0.061
C -2.025 2.302 1.018 -0.087
C -1.627 1.471 -0.067 -0.304
O -0.813 1.935 -1.051 -0.348
C -1.566 3.775 1.073 -0.500
C -2.217 4.596 2.218 -0.038
C -0.047 3.756 1.258 -0.034
C -1.926 4.479 -0.276 -0.038
C -4.111 -0.270 3.003 -0.557
C -4.579 -1.737 2.746 -0.028
C -3.394 -0.379 4.334 -0.044
C -5.341 0.622 3.125 -0.038
C 1.110 -1.229 -0.155 -0.268
O 1.386 0.038 -0.695 -0.327
C 2.107 -1.879 0.624 -0.072
C 1.844 -3.185 1.052 0.049
C 3.448 -1.184 1.011 -0.479
C 2.962 0.102 1.777 -0.029
C 4.317 -0.804 -0.222 -0.031
C 4.271 -2.048 1.945 -0.062
H 0.566 -6.660 3.022 0.104
H -0.367 -5.134 3.091 0.089
H 1.374 -5.053 3.054 0.065
H -0.894 -7.099 1.058 0.128
H -0.989 -6.137 -0.348 0.079
H -1.672 -5.467 0.993 0.053
H 1.853 -7.176 0.770 0.123
H 2.590 -5.613 0.957 0.065
H 1.717 -5.888 -0.547 0.101
H -1.191 -3.762 -0.369 0.112
H -2.938 -1.501 0.857 0.100
H -3.070 2.229 2.924 0.124
H -2.121 4.134 3.213 0.094
H -3.258 4.745 1.898 0.097
H -1.808 5.608 2.262 0.089
H 0.385 2.948 1.873 0.101
H 0.316 4.729 1.648 0.101
H 0.456 3.718 0.266 0.052
H -2.977 4.385 -0.511 0.084
H -1.418 4.084 -1.171 0.051
H -1.762 5.567 -0.113 0.108
H -3.710 -2.357 2.972 0.091
H -4.834 -1.897 1.679 0.094
H -5.410 -1.900 3.314 0.055
H -2.414 -0.779 4.224 0.084
H -4.037 -0.888 5.002 0.081
H -3.255 0.633 4.814 0.110
H -5.948 0.724 2.170 0.122
H -5.105 1.619 3.341 0.048
H -5.926 0.297 3.993 0.101
H 2.535 -3.664 1.706 0.089
H 2.196 0.675 1.252 0.055
H 3.784 0.793 2.091 0.107
H 2.558 -0.108 2.739 0.075
H 4.067 0.138 -0.651 0.034
H 4.256 -1.576 -0.978 0.087
H 5.365 -0.709 0.064 0.095
H 3.612 -2.245 2.833 0.108
H 5.078 -1.492 2.333 0.074
H 4.691 -3.019 1.632 0.108
N 1.824 -0.201 -3.664 -0.058
C 3.289 -0.001 -3.667 -0.220
C 3.655 1.273 -4.448 -0.185
C 2.962 2.533 -4.028 -0.226
C 3.095 2.846 -2.546 -0.162
N 1.815 2.574 -1.795 -0.050
H 1.738 -1.230 -3.457 0.127
H 1.540 -0.038 -4.622 0.099
H 3.707 -0.813 -4.243 0.119
H 3.654 -0.066 -2.584 0.103
H 3.501 1.128 -5.539 0.135
H 4.708 1.536 -4.195 0.139
H 1.925 2.457 -4.289 0.070
H 3.331 3.337 -4.626 0.115
H 3.261 3.916 -2.595 0.124
H 3.950 2.370 -2.083 0.125
H 1.188 3.383 -1.730 0.098
H 2.084 2.405 -0.824 0.092
N -1.329 3.264 -5.317 0.247
C -1.477 2.609 -4.175 -0.549
O -0.444 1.918 -3.852 -0.191
C -2.676 2.931 -3.408 -0.551
I -3.969 1.264 -3.338 1.000
H -0.412 3.320 -5.673 0.127
H -1.968 3.958 -5.562 0.117
H -3.234 3.683 -3.936 0.060
H -2.661 3.195 -2.379 -0.003
```

Properties
multiplicity = 3
expectation value of S² = 2.0321
net charge = +2
E_tot = -122069.7967 eV

***

(4)
Computed, not measured: a 7-piece molecular cluster, C34H56NO20S overall at a distorted geometry, with wB97M-V/def2-TZVPD.

Structure (XYZ):
```
112
Properties=species:S:1:pos:R:3:lowdin_charge:R:1
C 4.322 -1.202 6.585 -0.122
O 5.640 -1.160 5.917 -0.262
C 5.494 -0.785 4.504 -0.222
C 6.047 0.703 4.108 -0.178
C 5.930 1.828 5.310 -0.187
C 4.598 2.726 4.986 -0.211
C 3.663 3.058 6.319 -0.159
C 2.226 3.631 5.679 -0.116
C 1.117 2.446 5.421 -0.243
N 0.614 1.461 6.274 -0.235
O 0.975 1.326 7.575 0.025
C -0.429 0.408 5.885 -0.138
C -0.545 0.311 4.236 -0.375
S 0.113 2.058 3.847 0.922
H 3.530 -0.453 6.132 0.073
H 4.478 -0.893 7.719 0.103
H 3.943 -2.324 6.516 0.118
H 6.154 -1.567 3.888 0.142
H 4.378 -0.947 4.135 0.122
H 5.452 1.053 3.133 0.121
H 7.171 0.578 3.743 0.122
H 6.918 2.496 5.210 0.125
H 5.975 1.378 6.397 0.117
H 4.898 3.709 4.426 0.130
H 3.899 2.060 4.285 0.111
H 3.382 2.096 6.935 0.094
H 4.196 3.879 6.982 0.141
H 1.814 4.503 6.348 0.146
H 2.507 4.082 4.629 0.126
H 1.786 0.711 7.570 0.153
H -0.234 -0.646 6.409 0.170
H -1.456 0.916 6.154 0.158
H 0.120 -0.602 3.879 0.110
H -1.697 0.190 3.950 0.126
C -0.812 -2.395 -0.860 0.001
C -1.160 -1.442 0.264 -0.331
C -2.612 -1.442 0.635 -0.102
O -2.769 -0.160 1.220 0.060
C -1.836 0.646 0.626 -0.514
O -1.797 1.858 0.743 0.114
O -0.957 -0.092 -0.120 0.051
H 0.209 -2.214 -1.212 0.091
H -0.890 -3.435 -0.529 0.100
H -1.471 -2.254 -1.723 0.073
H -0.521 -1.640 1.133 0.150
H -2.864 -2.231 1.350 0.154
H -3.285 -1.510 -0.227 0.092
C -4.762 0.308 -5.136 -0.019
C -4.352 0.045 -3.701 -0.333
C -2.942 -0.440 -3.550 -0.089
O -2.997 -1.129 -2.313 -0.010
C -4.283 -1.581 -2.184 -0.484
O -4.656 -2.371 -1.336 0.138
O -5.092 -1.028 -3.141 0.110
H -5.843 0.472 -5.201 0.101
H -4.249 1.189 -5.533 0.098
H -4.535 -0.548 -5.781 0.074
H -4.542 0.935 -3.090 0.165
H -2.218 0.378 -3.509 0.147
H -2.637 -1.152 -4.326 0.147
C 1.552 1.664 -1.107 -0.014
C 2.577 1.517 -2.213 -0.352
C 1.981 1.381 -3.581 -0.114
O 3.010 0.709 -4.287 0.064
C 3.687 -0.033 -3.358 -0.504
O 4.519 -0.883 -3.625 0.141
O 3.302 0.304 -2.088 0.081
H 2.030 1.566 -0.126 0.089
H 1.056 2.638 -1.161 0.099
H 0.788 0.881 -1.163 0.065
H 3.298 2.342 -2.165 0.162
H 1.759 2.348 -4.041 0.145
H 1.081 0.756 -3.608 0.137
C -2.361 -2.190 -10.811 -0.016
C -2.464 -1.147 -9.717 -0.351
C -2.344 -1.705 -8.331 -0.107
O -3.020 -0.727 -7.559 0.034
C -3.952 -0.164 -8.387 -0.484
O -4.841 0.584 -8.021 0.121
O -3.753 -0.557 -9.684 0.097
H -2.644 -1.759 -11.777 0.093
H -1.341 -2.579 -10.885 0.094
H -3.042 -3.029 -10.630 0.093
H -1.735 -0.347 -9.895 0.164
H -1.305 -1.809 -8.007 0.146
H -2.859 -2.663 -8.198 0.147
C -8.000 1.261 -8.968 -0.016
C -8.575 0.097 -9.748 -0.354
C -9.986 0.309 -10.207 -0.117
O -10.451 -1.022 -10.357 0.063
C -9.738 -1.779 -9.467 -0.505
O -9.993 -2.935 -9.183 0.135
O -8.702 -1.059 -8.936 0.083
H -7.050 0.977 -8.501 0.057
H -7.826 2.121 -9.622 0.095
H -8.668 1.569 -8.157 0.091
H -7.911 -0.156 -10.585 0.162
H -10.043 0.852 -11.154 0.144
H -10.617 0.811 -9.465 0.142
C 7.265 -1.871 9.427 -0.016
C 7.162 -0.828 10.521 -0.355
C 7.282 -1.386 11.907 -0.112
O 6.606 -0.408 12.679 0.069
C 5.674 0.155 11.850 -0.506
O 4.785 0.903 12.217 0.135
O 5.873 -0.238 10.554 0.067
H 6.982 -1.440 8.460 0.071
H 8.285 -2.260 9.352 0.096
H 6.584 -2.709 9.608 0.093
H 7.890 -0.027 10.343 0.164
H 8.321 -1.489 12.230 0.147
H 6.767 -2.344 12.040 0.144
```

Properties
net charge = +1
E_tot = -89428.4970 eV